The following is a quantum chemistry calculation of a single C4H6OS3 molecule in a non-equilibrium geometry, from the OMol25 dataset.

The geometry in XYZ format:
```
14
Properties=species:S:1:pos:R:3:forces:R:3
O -0.6264 1.0200 1.4800 0.5471 1.0314 0.9356
C -1.2424 0.0274 0.7309 -0.9029 -0.7248 0.6238
C -0.5183 -0.2029 -0.5753 -0.4414 -0.5968 0.2173
S -0.3237 1.4603 -1.2582 -0.1039 -0.2691 -1.5436
C 0.8278 -0.8504 -0.4996 0.8922 -2.1035 -0.2984
S 1.1403 -2.0504 -1.5747 0.1786 0.5203 0.5296
C 1.8109 -0.3984 0.5038 0.9989 0.9759 0.0994
S 3.1702 -1.0480 1.1680 -1.7502 0.2743 -0.8407
H -0.8223 1.8992 1.1183 -0.0847 -0.3864 0.1632
H -1.2518 -0.8884 1.3532 0.1296 0.3554 -0.3082
H -2.2976 0.3129 0.5731 0.3010 -0.3368 -0.3814
H -1.0696 -0.9549 -1.1630 -0.2988 1.0184 -0.2174
H -0.3561 1.0232 -2.5497 0.0976 0.4195 0.4849
H 1.5589 0.6504 0.6934 0.4370 -0.1778 0.5361
```
Forces are in eV/Å.

Relative energy (zero: lowest compared OMol25 entry of this formula, charge and spin), kcal/mol: 40.8
LUMO level, eV: -1.9
Molecular weight, g/mol: 166.3
E_tot, eV: -38796.332
Multiplicity: 1
SMILES string: OC[C@@H](S)C(=S)C=S
HOMO-LUMO gap, eV: 7.0784
Strongest force on any atom, Eh/bohr: 0.0448